1.
DFT (ωB97M-V with the def2-TZVPD basis set) results for a molecular structure, C3H2Br2Cl2.

Each line ends with the Mulliken charge.
Positions of all 9 atoms, in Å:
C1 0.198036 -0.263164 0.255966  -0.52
C2 0.851800 -1.043528 -0.530460  0.42
C3 3.665988 -0.425848 -1.312638  -0.17
Cl1 0.594139 -1.411598 -2.199061  -0.15
Cl2 2.215882 -2.009230 -0.131485  -0.16
Br1 4.225448 -1.493588 -2.612020  0.08
Br2 4.829299 0.096354 0.047870  -0.03
H1 -0.598867 0.204307 -0.275969  0.27
H2 0.647290 -0.150024 1.224702  0.27

Cartesian forces, eV/Å:
0.13 0.29 -0.03
1.59 -2.15 -1.98
-1.66 2.22 0.81
-1.06 0.62 -0.33
0.03 -0.70 1.81
1.56 -1.36 -1.53
0.82 -0.23 0.10
-0.72 0.83 0.70
-0.70 0.48 0.45

Output
charge	0
highest occupied orbital energy	-8.4	eV
2S+1	1

***

2.
DFT (ωB97M-V with the def2-TZVPD basis set) results for a molecular structure, C3H2Br2P2.

Each line ends with the Löwdin spin population.
Positions of all 9 atoms, in Å:
C1 -1.705176 1.351503 -0.378719  0.30
C2 -1.072895 0.241586 -0.011041  0.16
C3 0.464908 0.512559 0.114074  0.58
P1 0.195896 2.137541 -0.559079  0.75
P2 1.511259 -1.065243 -0.056211  0.13
Br1 -1.552681 -1.642107 0.209354  0.02
Br2 3.515988 -1.288598 0.436525  0.03
H1 -2.600923 1.515987 -0.810999  0.02
H2 1.243623 -1.763227 1.056096  0.02

Cartesian forces, eV/Å:
5.33 1.09 0.21
4.58 -2.02 1.08
-2.39 -3.03 0.69
-2.52 0.68 -0.43
-3.35 1.42 -2.41
-0.76 0.82 -0.15
3.32 0.76 0.61
-2.90 0.71 -0.93
-1.31 -0.44 1.32

Output
charge	0
highest occupied orbital energy (spin up / spin down)	-7.4 / -9.2	eV
2S+1	3

***

Taking the records one at a time from the top gives energy relative to the best compared isomer or geometry (same formula, charge and spin) values of 77.87 46.28 kcal/mol.